{
  "formula": "C38H67InN10O5S",
  "method": "ωB97M-V/def2-TZVPD",
  "symbols": ["C", "C", "C", "H", "H", "H", "H", "N", "C", "O", "C", "H", "H", "C", "N", "H", "H", "H", "H", "C", "H", "C", "H", "H", "H", "H", "C", "H", "C", "C", "H", "O", "N", "H", "H", "H", "C", "C", "H", "C", "H", "H", "H", "C", "H", "H", "N", "H", "H", "H", "C", "C", "C", "N", "C", "H", "H", "O", "N", "C", "H", "C", "C", "H", "H", "H", "H", "H", "H", "O", "H", "H", "C", "C", "H", "C", "H", "C", "H", "S", "H", "H", "C", "H", "C", "H", "C", "H", "H", "H", "C", "H", "H", "N", "H", "H", "N", "H", "C", "H", "H", "N", "C", "C", "N", "O", "H", "H", "H", "C", "H", "In", "C", "C", "H", "H", "H", "H", "H", "C", "C", "H"],
  "coordinates": [[-2.01171, 1.52321, -5.36238], [2.61743, 0.88540, -0.82569], [2.75149, 1.41383, -3.23162], [-0.34069, 2.83486, 0.54814], [-1.60039, 3.55743, -5.81886], [-3.56459, -0.95702, 4.43402], [2.46119, 2.40591, -2.89439], [3.27996, 1.99093, -0.45156], [-6.71688, 0.03872, -0.63307], [0.08974, 2.56805, -0.27584], [-2.43112, 1.12076, 2.96015], [-0.27443, 2.72400, -5.01466], [-1.53684, 1.72215, 2.83466], [-2.93483, 0.25711, -0.20922], [-2.06781, -0.28704, 3.10138], [-1.29802, -3.09869, 4.94824], [-2.06241, 1.50663, -8.26502], [-2.50448, 1.77915, -4.42847], [0.63130, -6.21956, -0.08212], [-6.89684, 0.94573, -1.66213], [1.70111, -2.58779, -7.62161], [-0.83378, -0.27237, -4.06480], [2.26791, -4.43999, -0.79148], [5.20633, 2.76331, -0.38036], [3.74112, 2.77929, 1.43889], [-1.27252, -0.35583, -6.01366], [-0.62601, -2.56200, -5.04840], [1.26097, -0.19143, -5.75143], [-0.84383, -0.73970, 2.82910], [-1.36692, 2.34979, -8.31540], [-2.78527, 1.38144, -6.11531], [-0.16722, -2.12953, -1.25544], [-0.43983, -1.86835, 3.44918], [2.01756, 1.08610, -3.96640], [-7.56943, -0.48492, -0.21077], [1.76523, -2.84306, -0.21772], [-4.34392, 0.46610, -0.64916], [1.06443, -2.03378, -6.93062], [-3.68719, 1.93034, -2.05045], [4.03621, 0.05651, 3.09118], [0.19084, -1.72126, -7.51786], [2.77561, 3.83840, 0.38468], [0.17098, -2.22448, 5.40994], [-5.80944, 1.62760, -2.19510], [-2.36722, -1.78356, -2.12169], [2.13727, -0.17536, -7.27752], [2.73130, 0.48185, -2.10711], [1.55530, -2.56211, 3.35271], [2.96066, -1.05505, -3.48210], [4.41495, 0.00528, 0.98434], [1.72395, 0.09060, 3.71834], [-0.76164, -2.15406, 4.84555], [2.31035, 0.07557, 1.38978], [-1.78002, -3.72296, -1.57901], [0.61316, -2.99236, -5.82670], [3.54568, -1.44959, -1.85956], [4.31525, 3.25621, -1.82141], [-5.25103, -1.10435, 0.88121], [-0.03347, -0.05243, 1.98956], [-1.04062, 2.61688, -5.78753], [-1.36202, -1.35581, 5.27002], [-1.15634, -6.07075, -1.27443], [1.58562, -3.90888, -0.12463], [-2.87906, -5.31762, -2.31634], [-0.15911, -1.84643, -3.10957], [-3.09542, 1.27954, 2.11161], [-0.58765, -6.12436, -2.20528], [-3.97055, -1.01923, 2.70605], [-3.68724, -2.91452, -1.86354], [-2.42929, -0.87930, 0.04543], [-2.86689, -2.21267, 3.38908], [0.17685, 1.42656, -7.11696], [3.65799, 0.03996, 1.76126], [2.92968, 2.81003, 0.71089], [4.94370, 1.60058, -1.68297], [-4.54949, 1.39240, -1.67654], [2.02521, 2.45583, 1.18403], [-2.68114, -2.80193, -2.26934], [-2.70933, -3.03062, -3.33920], [-0.70759, 0.77814, -2.69153], [-1.03313, -3.42087, -4.51043], [-6.10392, -1.46983, 1.14274], [3.05771, 0.11679, 4.08104], [-1.95934, 3.26791, -8.34219], [-5.44529, -0.21024, -0.13008], [0.38015, -3.96301, -6.27013], [1.33725, 0.01597, 2.37698], [0.35673, 3.15332, -7.31441], [0.68165, -2.50788, 1.81522], [0.28967, -3.75966, 3.00497], [-2.29256, -5.08870, -1.42846], [-0.57038, 2.79363, -0.94808], [1.43603, -3.16019, -5.12272], [1.89573, 0.12298, 0.02738], [1.79919, -4.22228, 0.89487], [5.08563, 0.03333, 3.35614], [0.20062, -4.22512, -0.45883], [-0.77069, -5.61149, 0.79291], [-0.25028, -5.58899, -0.16775], [-7.89431, 1.12495, -2.04345], [3.33306, 0.18740, 5.12607], [-1.35761, 0.21434, -5.18838], [-0.59037, -3.32092, -1.08084], [1.84136, -0.81024, -6.44022], [-0.38876, -1.52025, -4.04208], [-2.16764, 1.27569, -0.19550], [3.73189, 1.46498, -3.71036], [-1.40501, -2.23672, -5.73804], [2.75626, -1.12040, -5.92538], [0.58635, -2.71717, 2.87382], [-1.54196, -7.06484, -1.05508], [-0.30622, -0.00442, -0.19513], [2.75255, -0.95004, -2.41752], [4.49799, 2.42775, -1.13725], [1.81644, -1.44320, -2.18221], [-2.96650, -5.13128, -0.56896], [-0.83938, 2.27038, -9.26667], [-5.94827, 2.34258, -2.99542], [-2.95255, 1.43368, 3.86569], [-3.18182, -1.17668, 3.43621], [-0.38270, 2.36862, -7.14613], [0.95823, 0.12875, 4.48700]],
  "forces_ev_per_a": [[0.23, -0.09, -0.01], [0.14, -0.19, 0.22], [0.05, -0.03, 0.09], [0.01, 0.01, -0.03], [0.05, -0.03, 0.01], [0.02, -0.01, 0.02], [0.00, -0.02, 0.02], [-0.05, 0.27, -0.01], [-0.07, -0.01, 0.00], [0.07, 0.04, -0.06], [-0.07, -0.11, 0.05], [-0.03, 0.02, 0.01], [0.02, -0.02, -0.02], [0.27, 0.11, 0.00], [-0.20, 0.06, -0.11], [-0.01, 0.01, -0.01], [0.03, 0.05, 0.01], [-0.01, -0.02, 0.06], [0.06, -0.01, 0.00], [-0.01, -0.01, 0.00], [-0.02, 0.02, -0.03], [-0.02, 0.40, -0.05], [-0.01, -0.03, -0.04], [0.00, -0.02, 0.01], [0.00, 0.00, 0.01], [-0.04, -0.02, -0.05], [0.12, 0.08, 0.07], [0.03, -0.05, -0.03], [0.04, 0.31, 0.12], [0.02, 0.00, 0.02], [-0.03, -0.03, 0.00], [-0.12, -0.13, 0.16], [0.01, -0.21, 0.06], [-0.02, -0.02, 0.00], [0.05, 0.03, -0.02], [-0.02, 0.05, 0.02], [0.17, -0.02, 0.02], [0.04, 0.10, 0.08], [-0.03, -0.03, -0.01], [-0.08, -0.01, 0.06], [0.04, -0.01, 0.01], [0.02, 0.01, -0.04], [0.02, 0.00, -0.01], [0.06, -0.01, 0.02], [0.07, 0.19, 0.04], [0.00, -0.05, 0.03], [-0.10, -0.09, -0.05], [0.03, 0.00, 0.02], [-0.02, 0.00, 0.07], [-0.02, 0.02, 0.05], [-0.10, 0.00, 0.02], [0.02, -0.03, -0.11], [0.16, -0.10, -0.37], [0.06, 0.20, 0.03], [0.05, 0.06, 0.00], [0.04, 0.04, 0.00], [-0.02, 0.02, 0.00], [0.00, 0.02, -0.06], [0.19, -0.21, 0.07], [-0.01, -0.01, -0.06], [0.00, 0.02, -0.01], [0.02, -0.02, -0.08], [-0.07, -0.02, -0.11], [-0.04, 0.01, -0.05], [0.18, 0.06, 0.11], [0.03, -0.02, 0.03], [-0.01, -0.06, -0.02], [-0.04, 0.03, -0.03], [0.03, 0.03, 0.04], [-0.22, 0.28, -0.07], [0.02, -0.02, -0.03], [0.00, 0.06, -0.01], [0.00, -0.05, -0.13], [0.08, -0.07, -0.16], [-0.03, -0.01, -0.01], [0.00, 0.09, 0.05], [-0.03, -0.02, -0.03], [-0.06, -0.24, 0.09], [-0.07, -0.05, 0.13], [-0.03, -0.05, -0.26], [0.06, 0.00, -0.02], [-0.02, -0.01, 0.01], [0.08, 0.03, -0.09], [0.02, -0.05, 0.00], [0.00, -0.21, 0.00], [0.01, 0.01, -0.01], [-0.37, 0.02, 0.21], [0.02, -0.01, 0.00], [-0.02, 0.02, -0.06], [-0.01, -0.01, 0.00], [0.09, 0.08, -0.04], [0.02, 0.03, 0.03], [-0.03, -0.04, -0.02], [0.13, 0.09, -0.05], [0.01, -0.03, 0.05], [-0.04, 0.01, -0.01], [-0.05, 0.12, 0.17], [0.00, 0.00, 0.07], [0.05, 0.12, -0.05], [0.04, -0.01, 0.01], [-0.01, -0.04, -0.06], [-0.12, 0.18, 0.06], [0.10, -0.12, -0.08], [0.00, -0.04, 0.00], [-0.01, -0.33, 0.04], [-0.27, -0.32, 0.05], [-0.01, -0.01, 0.02], [-0.09, -0.05, 0.00], [-0.07, 0.01, -0.03], [-0.08, -0.02, 0.09], [-0.01, 0.00, 0.01], [-0.18, -0.18, -0.20], [0.05, 0.15, -0.05], [-0.06, -0.04, 0.12], [-0.15, 0.01, -0.03], [-0.03, 0.03, 0.03], [-0.02, 0.00, 0.04], [0.01, -0.02, 0.04], [0.02, -0.01, 0.03], [0.12, 0.18, 0.05], [-0.09, -0.02, -0.03], [0.06, 0.03, -0.04]],
  "mulliken_charge": [-0.762, -0.346, -0.708, 0.305, 0.594, 0.390, 0.348, 0.493, -0.974, -0.460, -0.923, 0.008, 0.228, 0.747, 0.262, 0.366, 0.305, -0.197, 0.502, -0.618, 0.407, -0.309, 0.356, 0.424, 0.410, 0.327, -0.907, -0.300, 0.000, -1.398, 0.626, -1.396, 0.390, -0.222, 0.371, 0.341, 0.003, -0.623, 0.403, -0.880, 0.265, 0.405, 0.395, -1.037, -0.145, 0.459, 0.461, 0.344, 0.241, 0.517, -0.806, -1.225, -0.153, 0.711, -0.964, 0.355, 0.361, -0.420, 0.351, -0.219, 0.394, -0.762, -1.337, 0.407, -1.658, 0.130, 0.290, 0.137, 0.529, -0.613, 0.343, -0.208, -0.832, -0.993, 0.382, -0.652, 0.178, -1.130, 0.414, -0.422, 0.204, 0.258, -0.959, 0.322, 1.193, 0.501, 0.479, 0.477, -0.024, 0.519, -0.717, 0.291, 0.217, 0.614, 0.469, 0.463, 0.507, 0.216, -0.687, 0.425, 0.471, 0.164, -0.108, -0.476, 2.512, -0.700, 0.368, 0.793, 0.346, -0.878, 0.384, 2.946, -0.697, -1.261, -0.016, 0.307, 0.415, 0.469, 0.510, -0.917, -0.026, 0.548],
  "largest_force_ha_per_bohr": 0.00833,
  "relative_energy_kcal_mol": 0.5,
  "energy_ha": -2999.9837,
  "total_charge": 2,
  "homo_ha": -0.4568
}